A single C4H4ClN3OS molecule at a distorted geometry. Source: OMol25; level of theory: ωB97M-V/def2-TZVPD.

CARTESIAN COORDINATES (ANGSTROEM)
C 1.3652 2.3980 -0.1294
C 1.0826 0.9837 0.4497
C -0.6842 -0.7185 0.4073
C -1.1829 -3.0494 0.5114
H 1.1565 3.0312 0.8909
H 2.5032 2.4227 -0.2223
H -0.7823 1.0978 -0.5575
H -1.3580 -4.0979 0.2956
N -0.1865 0.5414 0.0854
N -1.3202 -1.0704 1.4766
N -1.6040 -2.4359 1.4821
O 1.8588 0.3679 1.0781
S -0.4151 -2.0874 -0.7483
Cl 0.5025 3.0043 -1.5177

Output
Kohn-Sham gap in eV: 10.7
Charge: 0
SMILES: O=C(CCl)Nc1nncs1
HOMO in eV: -10.24
Energy relative to the best compared isomer or geometry (same formula, charge and spin) in eV: 0.864



A molecular structure, C4H4ClNOS at a distorted geometry. Source: OMol25; level of theory: ωB97M-V/def2-TZVPD.

CARTESIAN COORDINATES (ANGSTROEM)
C 0.5084 -0.5730 -0.0440
C -0.2957 0.5740 -0.1765
C 1.8953 -0.2081 0.0169
C -1.7654 0.5852 -0.0513
N 0.3595 1.7387 -0.1927
O 0.0587 -1.8666 -0.0418
S 1.9349 1.5249 -0.0076
Cl 3.2300 -1.2475 -0.0122
H -2.2954 1.2894 -0.7615
H -2.2979 -0.4488 0.0214
H -2.0446 1.0294 0.8851
H 0.7122 -2.3977 0.3642

Output
Kohn-Sham gap in eV: 9.5
Charge: 0
HOMO in eV: -9.02
Energy relative to the best compared isomer or geometry (same formula, charge and spin) in eV: 0.394



A single C4H4ClNOS molecule at a distorted geometry. Source: OMol25; level of theory: ωB97M-V/def2-TZVPD.

CARTESIAN COORDINATES (ANGSTROEM)
C 0.6160 1.8242 0.8487
C -0.3498 1.3055 1.5750
C -0.9007 -0.4324 0.4245
C 0.2001 -1.4019 -1.4746
N 0.0079 -0.3365 -0.5098
O -1.6571 -1.2615 0.7205
S 1.2047 0.8771 -0.4279
Cl -1.0803 1.9705 2.9212
H 1.3488 2.5229 1.2973
H -0.2660 -1.1549 -2.3966
H 1.1710 -1.5912 -1.7454
H -0.2947 -2.3218 -1.2330

Output
Kohn-Sham gap (alpha / beta) in eV: 5.5 / 7.2
Spin multiplicity: 3
Charge: 0
HOMO (alpha / beta) in eV: -4.84 / -9.40
Energy relative to the best compared isomer or geometry (same formula, charge and spin) in eV: 1.842



A single C4H4ClNS molecule at a distorted geometry. Source: OMol25; level of theory: ωB97M-V/def2-TZVPD.

CARTESIAN COORDINATES (ANGSTROEM)
C -1.7904 0.1596 0.5432
C 0.5851 -0.1712 -0.5739
C 1.5691 -1.0781 -0.4186
C 0.9349 1.2037 -0.5613
H -2.0103 1.1773 0.2247
H -1.1933 0.2121 1.4599
H -2.7145 -0.3139 0.8275
H 1.4195 -2.1289 -0.2317
N 1.1208 2.3346 -0.5365
S -1.0732 -0.8784 -0.7026
Cl 3.1523 -0.5168 -0.0307

Output
Kohn-Sham gap in eV: 9.2
Charge: 0
SMILES: CS/C(C#N)=C/Cl
HOMO in eV: -9.22
Energy relative to the best compared isomer or geometry (same formula, charge and spin) in eV: 1.031



A single C4H4ClOP molecule at a distorted geometry. Source: OMol25; level of theory: ωB97M-V/def2-TZVPD.

CARTESIAN COORDINATES (ANGSTROEM)
C -1.4360 0.2874 0.2309
C -0.0684 -0.1879 0.4163
C -2.2910 0.0853 -0.7514
C 0.8777 -0.6638 -0.6756
O -3.0149 0.0085 -1.6464
P 0.1573 -2.0844 0.2457
Cl -1.3231 -2.6394 -1.0260
H -2.0007 0.9637 0.9356
H 0.4282 0.1316 1.3342
H 0.4681 -0.4866 -1.6694
H 1.8734 -0.4224 -0.3507

Output
Kohn-Sham gap in eV: 8.9
Charge: 0
SMILES: O=C=C[C@@H]1CP1Cl
HOMO in eV: -8.10
Energy relative to the best compared isomer or geometry (same formula, charge and spin) in eV: 0.627



A single C4H4ClP molecule at a distorted geometry. Source: OMol25; level of theory: ωB97M-V/def2-TZVPD.

CARTESIAN COORDINATES (ANGSTROEM)
C 0.6876 -0.6905 0.1438
C -0.7787 -0.4542 0.2712
C 1.6966 0.1696 -0.0611
C -1.5530 0.5898 -0.0968
P 2.2819 1.7758 0.0864
Cl -3.3230 0.5603 0.0721
H 0.8249 -1.6896 0.0755
H -1.3873 -1.1836 0.6501
H 2.6509 -0.4022 -0.5140
H -1.0999 1.3246 -0.6272

Output
Kohn-Sham gap (alpha / beta) in eV: 6.8 / 6.5
Charge: 0
HOMO (alpha / beta) in eV: -7.84 / -8.19
Energy relative to the best compared isomer or geometry (same formula, charge and spin) in eV: 2.665



A molecular structure, C4H4CoLiO5 at a distorted geometry. Source: OMol25; level of theory: ωB97M-V/def2-TZVPD.

CARTESIAN COORDINATES (ANGSTROEM)
O 0.7816 0.8754 -2.3867
O 0.7081 -0.2253 -0.4977
C -0.0915 -0.5933 0.6590
C 0.1797 -2.0743 0.9053
O -0.0096 -2.8267 -0.2267
C 0.5235 0.8996 -1.1967
H 0.2116 0.0500 1.4967
H -1.1534 -0.4348 0.4260
H -0.4905 -2.3567 1.7494
H 1.2165 -2.1588 1.3055
O 0.4547 2.8100 0.2385
O -1.4305 2.2176 -0.7345
C -0.1959 2.0369 -0.5237
Li 0.5434 -1.9655 -1.6919
Co -1.2477 3.7460 0.4774

Output
Kohn-Sham gap (alpha / beta) in eV: 6.1 / 6.9
Spin multiplicity: 6
Charge: +1
HOMO (alpha / beta) in eV: -9.98 / -14.97
Energy relative to the best compared isomer or geometry (same formula, charge and spin) in eV: 0.000



A molecular structure, C4H4EuLiO5 at a distorted geometry. Source: OMol25; level of theory: ωB97M-V/def2-TZVPD.

CARTESIAN COORDINATES (ANGSTROEM)
O -0.3832 0.7372 0.9965
C -0.1830 1.9531 0.5102
C 0.8131 -0.0082 1.1739
O -1.0830 2.7274 0.2107
O 1.1113 2.0936 0.2125
C 1.8234 0.9093 0.4847
H 0.6218 -1.0731 1.0816
H 1.2575 -0.1134 2.1667
H 2.2120 0.4437 -0.4213
H 2.6515 1.1335 1.1581
O -0.5246 -3.2456 -1.1407
C -1.2124 -2.3547 -0.9662
O -2.3483 -1.7455 -1.1545
Li -2.3899 1.7604 -0.8867
Eu -2.3662 -3.2176 -3.4253

Output
Kohn-Sham gap (alpha / beta) in eV: 4.3 / 6.8
Spin multiplicity: 8
Charge: +1
HOMO (alpha / beta) in eV: -8.15 / -10.86
Energy relative to the best compared isomer or geometry (same formula, charge and spin) in eV: 6.121